This record from the Open Molecules 2025 dataset describes a cluster of 2 separate species, C14H20N2O2PS in total. The level of theory is the ωB97M-V functional and the def2-TZVPD basis.

Geometry as ORCA input:
```
! wB97M-V def2-TZVPD RIJCOSX def2/J DEFGRID3
* xyz 1 1
C 4.50571 -2.00936 -0.98213
P 3.05211 -1.01703 -0.33491
O 3.73687 0.15278 0.65704
S 2.14595 -0.14863 -2.11841
C 1.40685 1.51802 -1.75421
C 0.77059 2.06182 -3.09841
C -0.76698 2.33987 -3.01232
O -1.30365 2.71578 -4.02396
N -1.47207 2.15551 -1.77613
C -1.88242 0.78303 -1.56604
C -2.06008 0.35841 -0.16040
C -2.43171 -1.02659 0.11364
C -2.65129 -2.00549 -0.95112
C -2.48212 -1.57357 -2.33272
C -2.10945 -0.18975 -2.63531
H 4.25542 -2.31174 -2.04046
H 4.69717 -2.92596 -0.36450
H 5.40899 -1.33523 -0.98343
H 3.23603 0.98892 0.61887
H 1.05392 -0.95938 -2.37537
H 0.70296 1.45817 -0.89009
H 2.27713 2.18249 -1.48726
H 1.26643 3.02861 -3.37490
H 0.95914 1.30992 -3.90990
H -2.22296 2.83378 -1.64048
H -1.90482 1.10465 0.65745
H -2.53339 -1.30373 1.19213
H -2.90571 -3.06204 -0.70230
H -2.61115 -2.28077 -3.17982
H -1.98758 0.16910 -3.68969
N -0.39004 -0.02597 3.59152
C -1.71630 0.01182 3.93473
C -1.82649 -0.39099 5.23963
C -0.51728 -0.67789 5.70551
C 0.34731 -0.44118 4.66883
H -0.01672 0.21399 2.69079
H -2.46400 0.32033 3.22096
H -2.74502 -0.47004 5.79923
H -0.24097 -1.01893 6.69058
H 1.41963 -0.53273 4.60339
*
```

Calculated values
Calculated total energy = -1544.669320 Eh
Highest occupied orbital energy = -10.4 eV
HOMO-LUMO gap = 6.22 eV



This record from the Open Molecules 2025 dataset describes a cluster of 12 separate species, C42H72F18N6O18 in total. The level of theory is the ωB97M-V functional and the def2-TZVPD basis.

Geometry as ORCA input:
```
! wB97M-V def2-TZVPD RIJCOSX def2/J DEFGRID3
* xyz 0 1
C 4.45626 2.55582 2.51175
C 3.14037 2.77486 1.75245
O 3.24295 2.84977 0.32295
C 3.54838 1.79664 -0.41184
O 3.82556 0.71614 -0.12147
C 3.61956 2.27868 -1.86847
F 4.81706 2.87026 -2.11157
F 3.57740 1.21208 -2.65395
F 2.74544 3.18857 -2.26364
H 5.18222 3.22779 2.07945
H 4.84695 1.56207 2.53649
H 4.34680 2.95480 3.61045
H 2.74794 3.72870 1.99921
H 2.42276 2.02354 1.96375
C 3.87026 -2.74411 -2.89425
C 5.06396 -3.46367 -3.40081
O 4.66990 -4.60694 -4.14977
C 5.64472 -5.44729 -4.46534
O 6.84638 -5.39200 -4.19642
C 5.12424 -6.59858 -5.30172
F 4.70283 -6.37071 -6.55552
F 5.99243 -7.56668 -5.33498
F 4.03516 -7.02954 -4.58973
H 3.18837 -2.45511 -3.73666
H 4.21416 -1.85234 -2.34450
H 3.21573 -3.29628 -2.20186
H 5.78041 -3.71934 -2.60708
H 5.68660 -2.88197 -4.05136
C -3.92788 6.76958 -4.94492
C -4.12746 6.56211 -3.44581
O -4.83061 5.33289 -3.43127
C -4.87264 4.60093 -2.37180
O -4.33933 4.85774 -1.31220
C -5.63101 3.29933 -2.74549
F -4.76081 2.26526 -2.69529
F -6.61231 3.13303 -1.75287
F -6.24297 3.30624 -3.84760
H -4.87035 6.63136 -5.46537
H -3.40022 5.89053 -5.31698
H -3.48967 7.73249 -5.20801
H -4.79458 7.32076 -3.05736
H -3.11181 6.57945 -2.99829
C 0.61581 -3.28273 2.37518
C 0.38585 -4.78569 2.57405
O 1.73914 -5.38023 2.70374
C 2.30647 -5.84534 1.65959
O 1.90899 -5.84938 0.52456
C 3.74708 -6.44216 1.97750
F 4.20890 -5.98356 3.12549
F 3.62953 -7.82695 2.20004
F 4.60283 -6.22698 1.06454
H -0.33212 -2.76346 2.61055
H 0.96281 -3.13658 1.32388
H 1.38642 -2.86764 3.04915
H -0.23756 -5.28441 1.75095
H -0.08102 -4.93966 3.52488
C -3.32671 2.67439 2.62939
C -3.76789 1.61471 3.58792
O -5.15295 1.45293 3.49826
C -6.00147 2.19268 4.11629
O -5.90835 2.92324 5.05847
C -7.40176 1.94275 3.50706
F -8.34441 1.87233 4.38869
F -7.70080 3.04007 2.69513
F -7.41065 0.79008 2.75162
H -2.21558 2.72411 2.67375
H -3.74119 3.65844 3.00452
H -3.64716 2.50129 1.59241
H -3.48438 1.72957 4.64414
H -3.31460 0.63874 3.27226
C 4.23489 -2.53867 1.08158
C 5.45326 -2.69296 1.90955
O 6.44856 -3.14487 0.94529
C 7.59089 -2.46494 0.97943
O 7.91491 -1.58320 1.74671
C 8.61387 -3.01942 -0.00731
F 8.06165 -2.81890 -1.26149
F 9.71153 -2.29619 0.06092
F 8.90507 -4.31372 0.08200
H 4.37820 -1.86363 0.25582
H 3.44988 -2.18066 1.77663
H 3.87606 -3.50457 0.70631
H 5.29453 -3.45729 2.69376
H 5.78590 -1.77587 2.42389
C -5.38155 -4.54211 1.95842
N -5.01007 -3.21148 1.52216
C -3.71771 -2.80989 1.34504
C -3.47861 -1.40013 1.12551
O -2.82348 -3.63856 1.41069
H -5.44594 -5.22768 1.10158
H -6.32307 -4.57145 2.49083
H -4.63525 -4.93518 2.64911
H -5.63614 -2.45482 1.57852
H -4.28758 -0.70956 1.44163
H -3.32602 -1.20073 0.04224
H -2.57869 -1.14308 1.71125
C -1.42812 5.47453 3.73123
N -1.25678 5.21981 2.29396
C -0.29195 4.44300 1.78402
C 0.03700 4.57279 0.36327
O 0.29496 3.66103 2.55305
H -1.33306 6.54319 3.97566
H -0.66347 4.86746 4.26840
H -2.41067 5.13964 3.98968
H -1.75127 5.82180 1.67356
H -0.16656 3.64712 -0.16460
H 1.13884 4.81584 0.28253
H -0.49502 5.36103 -0.14539
C 0.01007 4.86368 -3.02396
N -0.35593 3.48685 -3.43298
C -1.38365 3.17692 -4.29046
C -1.28725 1.77636 -4.72038
O -2.12873 3.95116 -4.78685
H 0.92111 4.79942 -2.42071
H -0.69367 5.46014 -2.50192
H 0.26980 5.50613 -3.89184
H -0.01554 2.78293 -2.79637
H -0.72423 1.10489 -4.09667
H -0.80738 1.82772 -5.71946
H -2.32043 1.43876 -4.95316
C -1.11685 -4.76300 -2.27493
N -1.87879 -3.74375 -1.66477
C -2.43333 -2.74661 -2.39627
C -2.26605 -2.79782 -3.85104
O -3.01426 -1.82825 -1.84010
H -0.10008 -4.47383 -2.57245
H -1.55937 -5.22056 -3.11798
H -1.02349 -5.51669 -1.53554
H -2.08311 -3.78934 -0.65742
H -2.33533 -1.83243 -4.33260
H -3.06666 -3.39106 -4.23418
H -1.34537 -3.24296 -4.12159
C -0.39347 1.59365 5.98434
N 0.02118 1.48361 4.61097
C -0.20345 0.32765 3.95778
C 0.30574 0.31857 2.50044
O -0.77036 -0.64449 4.45823
H -0.10751 2.68609 6.26854
H 0.07847 0.80429 6.50132
H -1.50610 1.44830 6.12785
H 0.21839 2.35839 4.15033
H -0.05083 -0.57850 2.04795
H 1.36755 0.25910 2.44423
H 0.02017 1.23376 1.95089
C -2.12382 1.15390 -0.62366
N -1.14401 0.09337 -0.71110
C 0.21627 0.33552 -0.80292
C 1.13135 -0.91986 -0.83506
O 0.70053 1.44685 -0.88679
H -1.82324 2.08506 -1.10024
H -2.26408 1.44138 0.42524
H -3.07141 0.83844 -1.01736
H -1.49438 -0.79269 -0.99679
H 0.49863 -1.78560 -0.96408
H 1.49504 -1.00063 0.13832
H 1.92050 -0.81994 -1.57651
*
```

Calculated values
Calculated total energy = -5124.164114 Eh
ΔE to the lowest compared entry with this formula, charge and spin = 0.0 kJ/mol
Highest occupied orbital energy = -9.8 eV
SMILES = CCOC(=O)C(F)(F)F.CCOC(=O)C(F)(F)F.CCOC(=O)C(F)(F)F.CCOC(=O)C(F)(F)F.CCOC(=O)C(F)(F)F.CCOC(=O)C(F)(F)F.CNC(C)=O.CNC(C)=O.CNC(C)=O.CNC(C)=O.CNC(C)=O.CNC(C)=O
HOMO-LUMO gap = 10.11 eV